[1]
# C29H43N10O5PS

A 11-piece molecular cluster, C29H43N10O5PS overall at a distorted geometry (wB97M-V/def2-TZVPD, OMol25).

Structure (XYZ):
```
89
Properties=species:S:1:pos:R:3:mulliken_charge:R:1
C 4.993 -1.896 -0.242 -1.253
C 3.745 -2.703 -0.763 0.077
C 3.633 -2.471 -2.309 -1.155
C 2.223 -2.074 -2.801 -0.666
C 1.758 -0.678 -2.310 -0.493
C 1.128 -0.644 -0.931 -0.352
C 0.177 -1.372 -0.344 1.378
P -0.721 -2.799 -1.057 0.534
O -2.202 -2.991 -0.331 -0.461
O -0.970 -2.680 -2.658 -0.464
S 0.309 -4.380 -0.589 -0.371
C -0.138 -0.897 1.081 0.033
O -0.960 -1.232 1.802 -0.458
O 0.804 0.108 1.306 -0.352
C 1.524 0.363 0.178 0.153
O 2.318 1.199 0.083 -0.471
H 5.882 -2.447 -0.581 0.375
H 4.944 -0.912 -0.745 0.275
H 4.961 -1.717 0.833 0.226
H 3.889 -3.788 -0.604 0.387
H 2.841 -2.425 -0.196 0.062
H 4.428 -1.780 -2.648 0.489
H 3.871 -3.440 -2.793 0.404
H 1.536 -2.901 -2.581 0.257
H 2.274 -2.014 -3.907 0.367
H 2.665 -0.043 -2.258 0.246
H 1.088 -0.158 -3.019 0.499
H -2.356 -3.952 -0.384 0.335
H -1.791 -2.197 -2.868 0.303
C 2.930 3.549 2.900 0.093
C 4.315 3.976 3.060 0.370
N 5.406 4.313 3.186 -0.460
H 2.296 3.969 3.683 -0.145
H 2.525 3.866 1.939 0.078
H 2.837 2.464 2.950 0.088
C 6.005 0.751 3.754 -0.246
C 6.414 -0.100 2.644 0.425
N 6.736 -0.769 1.768 -0.436
H 5.670 0.162 4.608 0.136
H 6.824 1.382 4.098 0.374
H 5.186 1.410 3.473 -0.263
C 2.606 6.538 6.409 -0.733
C 1.788 5.465 5.860 0.458
N 1.144 4.618 5.426 -0.554
H 3.208 6.186 7.247 0.283
H 3.289 6.939 5.659 0.280
H 1.989 7.363 6.768 0.252
C -5.805 -2.325 -1.304 -0.870
C -5.169 -1.542 -2.350 0.437
N -4.662 -0.923 -3.175 -0.427
H -5.590 -1.920 -0.315 0.326
H -6.888 -2.341 -1.422 0.327
H -5.461 -3.359 -1.314 0.217
C -4.917 -3.622 -5.599 -0.619
C -5.133 -4.361 -4.365 0.416
N -5.301 -4.929 -3.380 -0.515
H -4.124 -2.883 -5.486 0.199
H -4.633 -4.284 -6.417 0.371
H -5.815 -3.090 -5.908 0.144
C -8.088 -6.347 -2.698 -0.601
C -9.497 -6.566 -3.004 0.290
N -10.606 -6.738 -3.244 -0.357
H -7.894 -6.436 -1.629 0.277
H -7.452 -7.072 -3.206 0.279
H -7.762 -5.356 -3.007 0.098
C 2.544 4.317 -2.132 -0.523
C 2.250 3.405 -3.229 0.367
N 2.018 2.682 -4.091 -0.409
H 3.603 4.574 -2.104 0.277
H 1.981 5.246 -2.227 0.317
H 2.288 3.872 -1.170 0.001
C 2.779 -1.180 5.402 -0.665
C 3.320 0.000 6.066 0.361
N 3.747 0.929 6.588 -0.417
H 2.754 -2.037 6.075 0.328
H 1.762 -1.006 5.052 0.242
H 3.382 -1.460 4.536 0.186
C -1.578 7.191 5.625 -0.807
C -1.017 8.358 6.292 0.379
N -0.574 9.277 6.819 -0.398
H -1.608 6.327 6.289 0.271
H -2.597 7.375 5.284 0.313
H -0.989 6.908 4.753 0.245
C -5.080 0.367 -6.482 -0.698
C -5.992 -0.671 -6.945 0.436
N -6.711 -1.489 -7.308 -0.463
H -4.427 -0.004 -5.691 0.190
H -4.447 0.727 -7.293 0.297
H -5.624 1.222 -6.083 0.273
```

Output
LUMO energy (eV): -1.203
Frontier orbital gap (eV): 8.07
Largest force on an atom (eV/Å): 5.4
Total energy (Eh): -2794.11338
Structure (SMILES): CCCCCC1=C(P(O)(O)=S)C(=O)OC1=O.CC#N.CC#N.CC#N.CC#N.CC#N.CC#N.CC#N.CC#N.CC#N.CC#N


[2]
# C29H28BCaN6O6Si

C29H28BCaN6O6Si as an isolated structure (wB97M-V/def2-TZVPD, OMol25).

Structure (XYZ):
```
72
Properties=species:S:1:pos:R:3:mulliken_charge:R:1
Ca -0.825 -0.929 0.533 2.115
O -2.036 2.353 -2.183 -0.615
C -1.269 1.446 -1.526 0.047
O -1.622 1.059 -0.412 -0.524
C -0.071 1.041 -2.177 -0.021
C 0.210 1.273 -3.512 -0.700
C 1.133 0.485 -4.195 -1.437
C 1.491 -0.727 -3.566 -0.584
C 1.242 -0.944 -2.239 0.387
N 0.843 0.187 -1.432 2.226
C 1.282 -2.227 -1.564 -0.074
O 1.900 -3.264 -2.180 -0.562
O 0.834 -2.412 -0.444 -0.480
H -2.802 2.490 -1.608 0.453
H -0.385 2.005 -4.045 0.489
H 1.340 0.646 -5.241 0.422
H 1.844 -1.536 -4.202 0.355
H 2.280 -2.956 -3.011 0.323
B -3.904 -2.551 0.948 0.177
N -3.632 -2.455 -0.585 -0.435
C -4.403 -2.837 -1.607 -0.141
C -3.797 -2.454 -2.792 -1.373
C -2.619 -1.833 -2.373 -0.261
N -2.535 -1.832 -1.046 0.225
N -2.804 -3.428 1.605 -0.168
C -2.907 -4.621 2.201 -0.182
C -1.654 -4.999 2.655 -1.212
C -0.828 -3.938 2.275 -0.402
N -1.528 -3.002 1.646 0.027
H -4.969 -3.102 1.101 -0.204
H -3.858 -1.440 1.419 -0.123
H -5.331 -3.348 -1.409 0.417
H -4.151 -2.606 -3.796 0.405
H -1.830 -1.384 -2.959 0.477
H -3.868 -5.104 2.254 0.417
H -1.382 -5.898 3.179 0.388
H 0.230 -3.794 2.425 0.544
O -2.636 1.511 3.129 -0.738
C -1.770 0.728 3.469 -0.406
C -1.549 0.299 4.923 -0.466
C -0.355 -0.633 4.851 -0.806
C 0.004 -0.622 3.372 0.507
O 0.940 -1.248 2.872 -0.619
N -0.853 0.131 2.641 0.540
H -2.463 -0.173 5.284 0.265
H -1.380 1.190 5.530 0.255
H -0.569 -1.664 5.136 0.286
H 0.509 -0.309 5.435 0.266
C 4.498 3.722 -3.723 -0.398
C 4.920 2.427 -3.468 -0.629
C 4.237 1.648 -2.545 -0.464
C 3.126 2.143 -1.860 0.622
C 2.729 3.455 -2.121 -0.049
C 3.403 4.238 -3.046 -0.709
Si 2.194 1.023 -0.686 -0.481
C 1.599 1.925 0.835 0.683
C 2.169 1.576 2.060 -0.407
C 1.756 2.174 3.243 -0.605
C 0.743 3.115 3.224 -0.424
C 0.151 3.469 2.020 -1.160
C 0.583 2.887 0.841 0.386
H 5.026 4.332 -4.446 0.365
H 5.779 2.021 -3.988 0.381
H 4.570 0.633 -2.358 0.330
H 1.880 3.874 -1.595 0.250
H 3.073 5.252 -3.237 0.400
H 3.114 -0.066 -0.277 -0.314
H 2.924 0.800 2.103 0.239
H 2.209 1.872 4.180 0.409
H 0.392 3.559 4.148 0.405
H -0.668 4.175 2.002 0.378
H 0.096 3.172 -0.084 0.310
```

Output
LUMO energy (eV): 2.466
Frontier orbital gap (eV): 6.86
Largest force on an atom (eV/Å): 0.5
Total energy (Eh): -2894.20848
Total charge: -1


[3]
# C21H30N4O5

A 2-piece molecular cluster, C21H30N4O5 overall at a distorted geometry (wB97M-V/def2-TZVPD, OMol25).

Structure (XYZ):
```
60
Properties=species:S:1:pos:R:3:mulliken_charge:R:1
N 0.311 -1.262 -1.492 -0.379
C 1.663 -0.894 -1.999 0.277
C 2.381 -2.193 -2.423 -1.111
C 2.706 -3.085 -1.242 0.014
C 2.248 -4.364 -1.003 0.518
C 1.236 -5.064 -1.799 -0.489
C 1.038 -6.428 -1.811 -0.587
C 1.929 -7.430 -1.130 -0.849
C 2.082 -7.237 0.353 -0.404
C 2.554 -6.087 0.943 -0.736
C 2.838 -4.839 0.238 1.159
C 3.648 -3.861 0.745 -1.223
C 3.661 -2.660 -0.154 -0.268
C 1.668 0.144 -3.159 0.269
O 2.712 0.363 -3.752 -0.588
O 0.514 0.794 -3.464 -0.483
H -0.319 -1.514 -2.251 0.264
H -0.100 -0.519 -0.909 0.258
H 2.225 -0.433 -1.182 0.266
H 1.766 -2.724 -3.154 0.481
H 3.327 -1.953 -2.916 0.412
H 0.570 -4.461 -2.406 0.261
H 0.222 -6.810 -2.417 0.382
H 1.526 -8.431 -1.310 0.351
H 2.920 -7.389 -1.593 0.309
H 1.882 -8.089 0.995 0.377
H 2.725 -6.105 2.015 0.339
H 4.189 -3.935 1.683 0.417
H 3.301 -1.774 0.376 0.245
H 4.662 -2.466 -0.552 0.260
H 0.739 1.318 -4.250 0.330
C -5.312 4.083 1.917 -0.739
N -4.597 3.547 3.076 -0.142
C -3.360 3.037 3.153 0.125
O -3.038 2.496 4.205 -0.706
C -2.368 3.073 1.956 -0.148
C -0.913 2.780 2.391 -0.953
C 0.139 2.864 1.271 -0.874
C -0.191 2.006 0.055 0.809
N 0.147 2.449 -1.134 -0.323
O -0.752 0.928 0.130 -0.864
N -2.420 4.268 1.092 0.062
C -2.275 5.528 1.504 0.587
C -2.340 6.593 0.434 -1.269
O -2.091 5.845 2.668 -0.628
H -5.057 3.520 1.018 0.258
H -6.387 4.002 2.083 0.345
H -5.060 5.136 1.781 0.196
H -5.104 3.493 3.947 0.270
H -2.676 2.235 1.330 0.611
H -0.630 3.484 3.176 0.456
H -0.877 1.776 2.817 0.446
H 0.250 3.904 0.962 0.325
H 1.101 2.539 1.669 0.385
H 0.657 3.307 -1.237 0.179
H -0.038 1.825 -1.910 0.234
H -2.572 4.114 0.109 0.291
H -2.254 7.571 0.908 0.343
H -1.518 6.457 -0.264 0.317
H -3.292 6.527 -0.089 0.337
```

Output
LUMO energy (eV): 0.118
Frontier orbital gap (eV): 7.53
Largest force on an atom (eV/Å): 2.5
Total energy (Eh): -1413.44978
Structure (SMILES): N[C@@H](CC1=C2C=CCC=CC2=CC1)C(=O)O.CNC(=O)[C@H](CCC(N)=O)NC(C)=O
Energy relative to the best compared isomer or geometry (same formula, charge and spin) (kcal per mole): 62.7


[4]
# C22H15ClF6N2O2

One molecule with the formula C22H15ClF6N2O2 (wB97M-V/def2-TZVPD, OMol25).

Structure (XYZ):
```
48
Properties=species:S:1:pos:R:3:mulliken_charge:R:1
O -0.758 -1.566 1.028 -0.640
C -0.642 -1.563 -0.175 -0.432
N -1.650 -1.825 -1.037 0.150
N -2.976 -1.900 -0.619 -0.673
C -3.523 -0.754 -0.038 -0.137
C -3.127 0.522 -0.433 -0.013
C -3.712 1.646 0.119 -0.666
C -4.711 1.520 1.068 -0.589
C -5.130 0.260 1.462 -0.530
C -4.538 -0.861 0.914 0.552
Cl -5.063 -2.435 1.424 -0.272
C 0.672 -1.186 -0.912 2.454
O 0.739 -1.833 -2.174 -0.646
C 1.882 -1.537 -0.070 0.057
C 1.932 -2.766 0.577 -0.389
C 3.045 -3.127 1.318 -1.078
C 4.129 -2.273 1.406 -0.719
C 4.087 -1.055 0.740 -0.274
C 5.272 -0.136 0.842 0.715
F 5.228 0.884 -0.025 -0.279
F 5.388 0.407 2.066 -0.260
F 6.431 -0.781 0.612 -0.268
C 2.971 -0.680 0.007 -0.339
C 0.516 0.309 -1.120 -0.575
C 0.494 0.857 -2.394 -0.659
C 0.291 2.216 -2.567 -1.200
C 0.095 3.036 -1.472 -0.637
C 0.114 2.482 -0.196 -0.428
C -0.117 3.394 0.975 0.792
F -0.131 2.766 2.154 -0.294
F 0.825 4.352 1.061 -0.270
F -1.293 4.046 0.874 -0.248
C 0.327 1.127 -0.010 0.600
H -1.486 -1.746 -2.033 0.346
H -3.169 -2.733 -0.066 0.348
H -2.350 0.630 -1.175 0.497
H -3.381 2.625 -0.192 0.419
H -5.163 2.396 1.504 0.399
H -5.907 0.145 2.201 0.402
H 1.091 -2.721 -2.048 0.526
H 1.090 -3.440 0.520 0.468
H 3.066 -4.077 1.828 0.405
H 5.003 -2.543 1.979 0.449
H 2.957 0.270 -0.505 0.783
H 0.642 0.212 -3.246 0.561
H 0.282 2.635 -3.561 0.418
H -0.073 4.095 -1.594 0.488
H 0.329 0.704 0.983 0.686
```

Output
LUMO energy (eV): 0.347
Frontier orbital gap (eV): 8.86
Largest force on an atom (eV/Å): 0.8
Total energy (Eh): -2166.79828
Structure (SMILES): O=C(NNc1ccccc1Cl)C(O)(c1cccc(C(F)(F)F)c1)c1cccc(C(F)(F)F)c1